[1]
Molecular formula: C4H4CdO5
Method: DFT, ωB97M-V with the def2-TZVPD basis set

The geometry in XYZ format:
```
14
Properties=species:S:1:pos:R:3:forces:R:3
O 0.479 -2.202 0.436 2.21 1.82 0.43
C -1.190 -1.849 1.028 -0.41 6.52 -2.98
O -1.405 -0.733 0.566 -1.36 -5.50 3.82
Cd -0.551 -3.821 0.257 -1.60 -2.25 -2.36
O -1.080 -1.238 -2.629 1.08 0.57 0.23
C -1.785 -2.416 -2.750 -3.43 0.20 1.10
C 0.229 -1.204 -2.090 -1.31 -0.23 -1.40
O -2.947 -2.257 -3.134 1.54 -0.13 -0.35
O -1.296 -3.482 -2.284 1.63 -1.10 1.26
C 0.412 -0.628 -0.683 2.57 1.16 -0.89
H 0.810 -0.599 -2.802 -0.38 0.17 0.38
H 0.718 -2.184 -2.181 -0.22 -0.05 0.77
H 0.745 -0.143 0.253 -2.66 -0.83 0.99
H 0.963 0.269 -1.048 2.35 -0.34 -1.00
```
Forces are in eV/Å.

Calculated values
* lowest unoccupied orbital energy (alpha / beta): -3.1 / -3.0 eV
* gap between HOMO and LUMO (alpha / beta): 5.50 / 5.60 eV
* E_HOMO (alpha / beta): -8.6 / -8.6 eV

[2]
Molecular formula: C22H21NO2
Method: DFT, ωB97M-V with the def2-TZVPD basis set

The geometry in XYZ format:
```
46
Properties=species:S:1:pos:R:3:forces:R:3
O -0.736 -1.750 -3.049 0.28 -0.52 0.82
O 0.949 -2.820 0.395 -0.13 0.40 0.21
C -0.122 -2.025 -2.027 -0.22 1.59 -1.91
C 1.081 -6.092 -1.305 -0.02 1.02 1.63
C 0.318 -5.769 -2.512 -0.54 2.74 -0.85
C 1.903 3.970 0.138 -0.81 -1.93 -3.54
C -2.088 1.027 1.141 1.07 -0.06 -1.40
C 1.579 3.359 -1.057 1.10 0.99 1.84
C -1.194 1.079 0.092 -2.01 0.05 2.39
C 1.163 -5.160 -0.303 -0.54 -0.76 -1.49
C 0.042 -4.437 -2.826 1.31 -2.09 0.29
C 0.313 4.702 3.390 -0.69 0.11 0.09
C 1.144 4.773 2.276 -0.45 -0.79 0.78
C -0.775 3.808 3.380 1.44 -0.06 -1.24
C 0.972 3.886 1.208 -0.07 1.00 0.94
C -0.098 2.981 1.171 -0.06 0.03 0.24
C -0.955 2.949 2.260 -0.46 0.44 1.21
N -0.242 2.114 0.065 0.62 -0.33 -0.35
C -2.160 2.047 2.241 0.19 -0.14 -0.15
C 0.253 2.623 -1.211 0.49 0.57 -0.17
C 0.129 -1.628 0.426 -0.60 -0.47 0.24
C -1.258 0.001 -0.963 0.73 -0.08 -0.36
C 0.424 -3.845 -0.475 1.72 0.81 0.49
C 0.608 -3.347 -1.900 -1.88 -0.69 -0.09
C -0.002 -0.927 -0.956 -0.44 -0.64 0.90
H 1.535 -7.078 -1.146 -0.24 0.43 -0.27
H -0.016 -6.531 -3.215 0.17 0.04 0.30
H 2.821 4.491 0.288 0.50 0.28 -0.07
H -2.807 0.209 1.187 0.29 0.11 -0.14
H 2.302 3.408 -1.893 -0.71 -0.15 0.41
H 1.653 -5.363 0.631 0.18 0.00 0.24
H -0.406 -4.178 -3.792 0.06 -0.01 0.61
H 0.489 5.386 4.236 -0.20 -0.49 -0.44
H 1.984 5.456 2.313 0.01 -0.05 -0.31
H -1.427 3.762 4.238 -0.23 -0.14 -0.05
H -3.026 2.697 2.098 -0.32 -0.16 0.17
H -2.256 1.537 3.209 -0.14 0.20 -0.14
H 0.417 1.819 -1.933 -0.29 -0.06 0.21
H -0.492 3.321 -1.638 0.10 -0.15 -0.13
H -0.888 -1.925 0.790 0.48 0.16 -0.37
H 0.495 -0.918 1.190 0.26 -0.61 -0.39
H -1.426 0.454 -1.946 0.30 -0.21 -0.01
H -2.127 -0.646 -0.805 0.02 0.33 0.25
H -0.618 -3.982 -0.217 -0.66 -0.16 -0.16
H 1.662 -3.140 -2.090 0.24 -0.17 0.05
H 0.884 -0.298 -1.104 0.11 -0.40 -0.27
```
Forces are in eV/Å.

Calculated values
* lowest unoccupied orbital energy: 0.6 eV
* gap between HOMO and LUMO: 7.93 eV
* E_HOMO: -7.4 eV

[3]
Molecular formula: C51H64Ge2IrN8O2PSSe
Method: DFT, ωB97M-V with the def2-TZVPD basis set

The geometry in XYZ format:
```
131
Properties=species:S:1:pos:R:3:forces:R:3
Ir 0.165 -0.167 0.837 1.28 -0.52 -1.52
O -1.479 0.840 4.613 0.44 -0.37 0.18
S -1.413 -0.114 3.547 -1.41 0.28 0.42
O -2.320 0.059 2.434 -0.04 -0.60 0.67
N 0.075 -0.110 2.833 -1.04 -0.48 -0.29
C 1.237 0.015 3.545 1.08 0.22 1.33
C 1.334 0.219 4.922 -0.30 0.02 -0.87
C 2.577 0.325 5.536 0.80 -0.05 -0.13
C 3.742 0.239 4.811 -0.22 0.07 0.38
C 3.696 0.065 3.418 -0.20 -0.03 -0.16
C 4.848 0.023 2.608 -0.39 -0.02 -0.55
C 4.704 -0.098 1.241 0.44 0.07 0.71
C 3.431 -0.213 0.701 -0.91 0.10 -0.01
N 2.326 -0.191 1.439 0.02 -0.19 -0.11
C 2.435 -0.045 2.782 0.22 0.06 0.51
C -1.798 -1.683 4.326 0.03 0.45 0.08
C -3.094 -2.144 4.168 -0.01 0.16 -0.13
C -3.536 -3.211 4.932 0.08 0.04 0.00
C -2.697 -3.774 5.881 0.00 -0.05 -0.05
C -1.403 -3.301 6.035 0.14 0.02 -0.09
C -0.942 -2.256 5.251 0.07 0.08 0.06
H 0.435 0.349 5.498 -0.03 -0.01 0.11
H 2.619 0.486 6.601 0.01 0.03 0.13
H 4.703 0.333 5.288 0.16 0.01 0.14
H 5.819 0.099 3.068 0.18 0.03 0.04
H 5.560 -0.106 0.584 0.06 -0.04 -0.04
H 3.289 -0.326 -0.363 0.02 -0.02 -0.02
H -3.739 -1.654 3.457 -0.14 -0.02 -0.12
H -4.535 -3.591 4.793 -0.13 0.00 0.02
H -3.053 -4.576 6.508 -0.02 -0.10 0.02
H -0.750 -3.741 6.774 0.06 -0.05 0.05
H 0.067 -1.888 5.357 0.05 -0.05 0.11
Se -0.795 -3.390 1.954 0.88 -0.34 0.39
N -1.063 -1.995 0.816 0.51 1.44 0.05
C -2.095 -2.297 -0.003 -0.33 -0.17 -0.50
C -2.598 -1.485 -1.016 1.24 0.26 1.10
C -3.666 -1.946 -1.766 -1.52 -1.30 -0.71
C -4.221 -3.206 -1.541 -0.13 1.73 -1.17
C -3.737 -4.029 -0.548 0.86 -0.53 1.20
C -2.666 -3.590 0.242 -0.22 0.24 -0.39
N -2.115 -4.309 1.233 -0.64 -0.98 -0.07
H -2.137 -0.519 -1.185 -0.11 0.02 -0.04
H -4.090 -1.321 -2.539 0.01 0.03 -0.06
H -5.047 -3.532 -2.156 -0.07 -0.01 -0.02
H -4.163 -5.000 -0.354 -0.06 -0.13 0.02
N 0.530 -0.227 -1.018 -0.43 0.06 0.33
P 1.416 -0.814 -2.195 0.41 -0.53 -1.41
N 2.510 0.330 -2.721 -0.54 -0.63 0.64
C 2.698 1.591 -2.033 -0.30 0.56 0.27
C 2.461 2.767 -2.980 0.35 -0.04 0.09
C 3.412 2.667 -4.169 -0.35 -0.06 -0.07
C 3.160 1.347 -4.888 0.20 0.02 0.17
C 3.314 0.174 -3.918 -0.07 -0.09 -0.54
N 2.221 -2.220 -1.759 -0.57 0.79 -0.03
C 3.561 -2.610 -2.158 0.41 0.15 -0.04
C 4.344 -3.202 -0.983 -0.15 -0.15 -0.23
C 3.572 -4.351 -0.345 -0.02 0.32 0.18
C 2.188 -3.858 0.071 -0.06 -0.22 -0.26
C 1.458 -3.295 -1.146 -0.26 -0.12 0.38
N 0.511 -1.191 -3.553 0.47 0.19 1.00
C 0.435 -2.442 -4.277 0.01 -0.40 0.08
C -1.020 -2.865 -4.478 0.21 0.10 -0.24
C -1.761 -1.773 -5.246 -0.06 -0.01 0.32
C -1.653 -0.454 -4.484 0.23 -0.03 -0.23
C -0.192 -0.104 -4.205 -0.33 0.33 -0.02
H 3.720 1.657 -1.637 0.03 -0.02 0.05
H 1.990 1.621 -1.201 0.20 0.14 -0.04
H 2.614 3.702 -2.443 -0.06 -0.04 0.04
H 1.428 2.749 -3.332 -0.09 0.03 0.05
H 4.447 2.708 -3.818 0.07 0.05 0.00
H 3.257 3.502 -4.853 0.08 0.02 0.02
H 3.871 1.214 -5.704 -0.04 -0.06 -0.08
H 2.154 1.359 -5.307 -0.03 -0.07 -0.05
H 4.375 0.105 -3.637 -0.03 -0.10 -0.01
H 3.021 -0.756 -4.410 0.15 -0.03 -0.02
H 4.085 -1.734 -2.537 0.01 -0.09 -0.07
H 3.510 -3.360 -2.962 0.00 0.08 -0.03
H 4.516 -2.427 -0.235 0.07 0.02 0.01
H 5.314 -3.544 -1.349 0.03 0.04 0.01
H 4.116 -4.731 0.519 0.01 -0.11 -0.02
H 3.463 -5.165 -1.064 0.02 -0.11 -0.02
H 2.275 -3.075 0.829 0.01 0.03 0.10
H 1.594 -4.673 0.492 0.06 0.08 0.01
H 0.482 -2.891 -0.863 0.01 -0.20 -0.04
H 1.305 -4.116 -1.860 -0.07 0.05 -0.05
H 0.991 -3.207 -3.738 0.05 0.00 -0.05
H 0.905 -2.313 -5.263 0.04 -0.04 0.03
H -1.489 -3.017 -3.505 -0.02 -0.07 0.11
H -1.052 -3.806 -5.028 0.01 -0.07 0.03
H -2.809 -2.047 -5.374 0.00 0.02 -0.08
H -1.322 -1.666 -6.240 -0.01 0.00 -0.08
H -2.176 -0.546 -3.535 -0.10 0.07 0.09
H -2.109 0.354 -5.059 -0.04 0.05 0.11
H -0.122 0.770 -3.549 -0.07 0.08 -0.24
H 0.305 0.121 -5.159 0.01 0.10 0.06
C -3.456 1.865 -2.101 -0.13 -0.02 0.71
Ge -3.595 1.999 -0.102 0.51 0.06 0.02
C -4.754 0.545 0.628 0.38 0.44 -0.26
C -4.396 3.811 0.252 0.28 -0.75 -0.10
Ge -1.189 1.936 0.900 -1.49 1.70 -1.06
C -0.222 3.410 -0.126 -0.05 -1.07 0.50
C 1.074 3.744 0.251 0.05 0.02 -0.01
C 1.691 4.876 -0.252 0.15 0.01 0.09
C 1.032 5.672 -1.173 0.01 0.10 -0.03
C -0.236 5.321 -1.599 0.02 0.09 -0.07
C -0.855 4.198 -1.077 -0.23 -0.17 -0.01
C -1.502 2.882 2.623 0.53 -0.37 -0.28
C -0.440 3.454 3.312 0.03 0.02 -0.11
C -0.640 4.076 4.532 0.18 0.06 0.07
C -1.909 4.145 5.076 -0.04 0.04 0.07
C -2.976 3.576 4.401 -0.09 0.07 0.00
C -2.766 2.936 3.194 -0.12 0.00 -0.23
H -4.047 1.023 -2.444 -0.11 -0.19 -0.14
H -2.433 1.749 -2.443 0.17 -0.03 -0.03
H -3.873 2.767 -2.537 -0.04 0.16 -0.11
H -5.269 0.033 -0.180 -0.12 0.01 -0.14
H -5.487 0.964 1.311 -0.10 0.05 0.07
H -4.141 -0.172 1.163 0.01 -0.05 0.05
H -5.357 3.830 -0.258 -0.13 0.01 -0.09
H -3.769 4.598 -0.154 0.10 0.05 -0.05
H -4.557 4.004 1.307 0.02 -0.04 0.11
H 1.607 3.110 0.949 0.09 0.01 0.11
H 2.684 5.140 0.081 0.12 0.04 0.01
H 1.507 6.560 -1.562 0.06 0.10 -0.04
H -0.750 5.928 -2.330 -0.05 0.07 -0.08
H -1.850 3.938 -1.412 -0.09 0.05 -0.03
H 0.560 3.402 2.902 0.08 0.06 0.01
H 0.202 4.504 5.059 0.04 0.05 0.04
H -2.066 4.630 6.028 -0.02 0.04 0.06
H -3.968 3.615 4.826 -0.08 -0.01 0.03
H -3.592 2.432 2.708 -0.08 0.00 0.03
```
Forces are in eV/Å.

Calculated values
* 2S+1: 6
* <S²>: 8.8090
* total charge: +1
* lowest unoccupied orbital energy (alpha / beta): -2.9 / -5.7 eV
* gap between HOMO and LUMO (alpha / beta): 5.98 / 4.18 eV
* E_HOMO (alpha / beta): -8.9 / -9.8 eV

Relative energy (zero: lowest compared OMol25 entry of this formula, charge and spin)
In order: 9.6675, 3.3840, 1.0717
Unit: eV
Energy
In order: -698.35697, -1056.09017, -9969.18788
Unit: a.u.